ORCA calculation (ωB97M-V with the def2-TZVPD basis set) on a 7-piece molecular cluster, C32H79IN6O9 overall in a non-equilibrium geometry.

The LUMO energy is 0.329 eV. For the HOMO-LUMO gap, the calculation gives 8.9713 eV. The spin multiplicity is 1. The molar mass is 818.92 u. As for the largest force on an atom: 0.0569 hartree/bohr.

XYZ file:
```
127
Properties=species:S:1:pos:R:3:forces:R:3
C 1.585 2.344 0.086 -0.15 0.13 0.07
C 0.085 2.085 0.194 0.41 -0.29 -0.01
C -0.361 0.619 0.152 -0.62 0.00 -0.57
C 0.393 -0.208 -0.899 -0.29 -0.03 -0.04
C 0.407 -1.730 -0.747 0.25 -0.04 -0.32
C 1.095 -2.375 0.455 -0.55 -0.02 0.20
I 2.819 -1.346 1.167 0.19 -0.11 -0.01
C -1.914 0.610 -0.042 0.40 0.32 0.23
O -2.400 -0.285 0.966 0.09 0.37 0.43
C -1.483 -0.217 1.970 -0.34 -0.58 2.33
O -1.701 -0.372 3.169 0.20 0.08 -2.92
O -0.268 0.029 1.468 0.23 0.37 0.26
H 1.945 2.107 -0.917 0.08 0.01 0.12
H 2.149 1.774 0.826 0.01 0.00 -0.08
H 1.783 3.404 0.260 0.04 -0.04 0.02
H -0.292 2.498 1.134 -0.15 0.07 -0.10
H -0.403 2.574 -0.651 -0.06 0.15 0.07
H 1.407 0.164 -1.046 -0.04 -0.12 0.26
H -0.130 -0.032 -1.845 0.09 0.10 -0.02
H 0.913 -2.098 -1.646 -0.07 0.01 0.02
H -0.619 -2.109 -0.815 0.03 -0.06 0.16
H 0.432 -2.444 1.315 0.11 0.09 -0.01
H 1.427 -3.382 0.213 0.05 0.06 -0.02
H -2.290 1.612 0.191 -0.07 -0.07 -0.03
H -2.277 0.345 -1.031 0.14 -0.42 0.05
C 5.247 1.004 -2.897 -0.10 0.00 0.03
O 4.975 0.732 -1.539 0.02 0.07 -0.06
C 5.994 0.042 -0.842 -0.02 -0.07 0.12
C 7.145 0.922 -0.344 0.00 0.14 -0.07
C 8.112 1.377 -1.433 0.05 -0.02 0.00
N 6.667 2.096 0.394 -0.07 -0.08 0.03
H 5.815 0.190 -3.360 0.03 0.00 -0.01
H 5.794 1.942 -3.029 0.04 -0.03 -0.02
H 4.289 1.093 -3.410 -0.01 -0.01 0.00
H 5.501 -0.387 0.032 -0.03 -0.01 -0.05
H 6.365 -0.792 -1.453 0.07 0.04 -0.01
H 7.713 0.306 0.360 -0.03 -0.05 0.01
H 7.705 2.207 -2.011 -0.05 -0.01 -0.01
H 9.041 1.726 -0.983 -0.01 0.03 0.02
H 8.351 0.563 -2.119 -0.01 0.00 0.00
H 6.135 1.793 1.203 0.05 0.00 0.03
H 5.992 2.580 -0.191 0.02 0.04 -0.03
C -0.788 -2.534 -4.339 0.13 0.02 0.08
O -1.391 -1.522 -3.557 0.03 0.00 0.03
C -2.537 -0.917 -4.125 -0.05 0.14 0.01
C -3.821 -1.745 -4.027 -0.06 -0.14 -0.01
C -3.877 -2.909 -5.014 -0.08 0.00 -0.10
N -4.079 -2.262 -2.685 0.16 0.06 0.17
H -0.854 -2.303 -5.406 -0.02 -0.02 -0.02
H -1.232 -3.514 -4.153 -0.01 0.01 -0.06
H 0.264 -2.579 -4.055 0.01 0.02 0.00
H -2.678 0.011 -3.562 0.00 -0.01 0.03
H -2.337 -0.637 -5.168 -0.01 -0.04 -0.02
H -4.640 -1.065 -4.280 0.03 0.06 0.00
H -3.283 -3.756 -4.670 0.01 0.02 0.01
H -4.904 -3.258 -5.115 0.00 -0.01 0.04
H -3.518 -2.615 -6.002 0.00 0.00 0.01
H -4.212 -1.512 -2.013 -0.10 0.02 -0.06
H -3.249 -2.753 -2.364 -0.06 -0.07 -0.02
C 1.900 5.785 2.498 -0.03 -0.10 -0.05
O 3.019 4.966 2.226 -0.07 0.00 0.04
C 4.279 5.599 2.322 0.14 -0.02 -0.10
C 4.827 5.750 3.746 -0.10 -0.02 0.11
C 4.151 6.845 4.566 0.03 0.06 0.01
N 4.788 4.496 4.501 0.01 -0.02 -0.15
H 2.060 6.808 2.144 0.00 0.02 0.02
H 1.655 5.807 3.563 0.02 0.07 0.00
H 1.050 5.358 1.965 0.01 0.00 -0.01
H 4.964 4.954 1.765 -0.01 -0.02 -0.01
H 4.253 6.570 1.806 -0.02 0.04 0.07
H 5.879 6.029 3.634 0.02 -0.01 -0.06
H 3.186 6.518 4.954 -0.03 -0.02 -0.03
H 4.771 7.102 5.424 0.00 -0.03 0.02
H 3.996 7.749 3.974 0.00 0.00 0.00
H 5.356 3.797 4.033 0.06 0.02 0.04
H 3.841 4.131 4.461 -0.02 0.02 0.07
C 0.125 5.080 -6.094 -0.07 -0.03 -0.05
O 0.080 3.679 -5.905 -0.05 0.06 0.05
C 1.269 3.089 -5.423 0.07 -0.13 -0.04
C 1.480 3.199 -3.909 -0.05 0.14 0.11
C 1.906 4.582 -3.426 0.07 0.00 0.02
N 0.304 2.772 -3.146 -0.11 -0.15 -0.17
H 1.109 5.400 -6.449 0.02 0.02 0.02
H -0.123 5.626 -5.181 0.06 0.02 0.00
H -0.617 5.328 -6.852 0.00 -0.01 -0.01
H 1.183 2.029 -5.675 -0.02 0.00 -0.01
H 2.136 3.486 -5.968 0.01 0.05 0.05
H 2.292 2.507 -3.664 0.01 -0.04 -0.04
H 1.060 5.268 -3.375 -0.03 0.00 -0.04
H 2.323 4.510 -2.421 -0.03 -0.01 0.02
H 2.663 5.017 -4.080 0.00 0.00 -0.01
H 0.100 1.799 -3.364 0.04 -0.02 0.05
H -0.501 3.285 -3.496 0.02 0.06 0.02
C -6.014 -3.404 1.123 0.11 0.04 0.06
O -5.216 -2.260 1.344 -0.03 -0.11 -0.16
C -5.794 -1.260 2.157 -0.02 0.17 0.05
C -5.748 -1.553 3.661 0.02 -0.19 0.08
C -6.761 -2.600 4.121 -0.09 0.06 0.06
N -4.415 -1.948 4.115 -0.02 0.12 -0.15
H -7.075 -3.149 1.030 -0.02 0.02 0.05
H -5.891 -4.136 1.927 -0.11 -0.03 -0.06
H -5.688 -3.855 0.189 0.06 -0.02 -0.10
H -5.201 -0.363 1.967 0.03 -0.03 -0.01
H -6.824 -1.057 1.830 -0.01 -0.05 0.03
H -6.004 -0.615 4.164 0.01 0.05 -0.06
H -6.424 -3.611 3.894 0.02 -0.01 -0.02
H -6.888 -2.541 5.202 0.04 -0.01 0.01
H -7.736 -2.450 3.654 0.00 -0.01 -0.01
H -3.755 -1.196 3.927 0.07 -0.03 0.09
H -4.101 -2.704 3.511 0.06 -0.03 0.04
C -2.063 -8.448 3.992 0.01 -0.06 -0.07
O -2.788 -7.972 2.876 0.08 0.01 0.03
C -3.784 -7.012 3.160 -0.19 0.04 -0.07
C -3.276 -5.576 3.336 0.25 0.01 0.05
C -2.572 -5.315 4.664 -0.05 0.08 0.09
N -2.399 -5.156 2.238 -0.12 -0.08 -0.09
H -2.704 -8.529 4.876 0.00 0.02 0.02
H -1.207 -7.812 4.229 -0.03 0.02 0.06
H -1.692 -9.440 3.738 -0.01 0.00 -0.01
H -4.451 -7.030 2.294 0.02 -0.02 -0.02
H -4.374 -7.325 4.032 0.05 0.03 0.05
H -4.162 -4.934 3.310 -0.06 -0.05 -0.01
H -1.549 -5.692 4.668 -0.01 -0.06 -0.06
H -2.522 -4.244 4.854 0.00 0.01 -0.03
H -3.112 -5.777 5.493 0.00 -0.01 0.00
H -2.912 -5.195 1.362 -0.02 0.09 0.01
H -1.667 -5.853 2.140 0.05 0.03 0.04
```
Positions in Å, forces in eV/Å.